No. 1
ORCA calculation (ωB97M-V with the def2-TZVPD basis set) on C15H48O9 as an isolated structure.

Results
**LUMO energy**: 0.15 eV
**Frontier orbital gap**: 0.318 hartree
**Energy above the lowest of the compared OMol25 structures with the same formula, charge and spin**: 24.8512 eV
**HOMO**: -8.503 eV
**Electronic energy**: -34737.1292 eV

Structure (ORCA input):
```
! wB97M-V def2-TZVPD RIJCOSX def2/J DEFGRID3
* xyz 0 1
O 3.28 0.40 0.60
H 4.23 0.29 0.55
H 2.92 -0.36 0.15
O 2.45 -0.75 -0.83
H 2.88 -0.44 -1.63
H 2.01 -1.56 -1.09
O 0.32 4.31 -0.44
H 0.50 5.19 -0.10
H -0.31 3.94 0.18
O 2.60 2.21 -1.86
H 2.13 1.63 -1.26
H 3.02 1.61 -2.49
C -0.48 1.83 0.14
C 0.71 0.87 0.32
C 0.38 -0.54 -0.10
O 1.78 1.32 -0.40
H -0.08 2.81 -0.12
H -0.99 2.00 1.09
H -1.18 1.60 -0.66
H 0.86 0.95 1.39
H 0.48 -0.66 -1.18
H -0.67 -0.80 0.03
H 0.86 -1.47 0.19
H 2.50 0.70 -0.21
C 0.64 -2.29 -1.25
C 1.59 -3.33 -1.75
C 1.95 -3.37 -3.24
O 2.83 -3.23 -1.01
H -0.35 -2.56 -1.63
H 0.88 -1.26 -1.50
H 0.45 -2.25 -0.18
H 1.15 -4.30 -1.55
H 2.39 -2.46 -3.65
H 1.18 -3.66 -3.96
H 2.71 -4.14 -3.37
H 3.11 -4.08 -0.68
C -3.00 0.53 0.86
C -3.12 -0.87 1.53
C -1.89 -1.56 2.16
O -4.18 -0.89 2.47
H -2.81 1.24 1.66
H -3.92 0.73 0.31
H -2.15 0.52 0.17
H -3.42 -1.47 0.67
H -1.23 -1.95 1.39
H -2.08 -2.44 2.77
H -1.28 -0.78 2.62
H -4.11 -1.54 3.17
C -0.11 -1.28 -3.77
C -0.74 -0.52 -2.67
C -0.25 0.86 -2.58
O -2.16 -0.57 -2.89
H 0.94 -1.44 -3.52
H -0.19 -0.73 -4.71
H -0.51 -2.30 -3.78
H -0.57 -0.99 -1.71
H 0.77 0.97 -2.20
H -0.98 1.22 -1.87
H -0.34 1.33 -3.56
H -2.62 -0.11 -2.18
C -0.10 1.06 3.08
C -0.57 2.37 3.73
C -1.76 2.18 4.61
O 0.50 2.92 4.42
H -0.17 0.19 3.74
H 0.95 1.18 2.86
H -0.65 0.72 2.20
H -0.73 3.03 2.87
H -2.19 3.13 4.92
H -1.62 1.81 5.63
H -2.59 1.71 4.08
H 0.14 3.61 4.99
*
```

These are the Mulliken partial charges, in e, on atoms 1 to 6: number 1, O, carries -0.725; number 2, H, carries 0.345; number 3, H, carries 0.288; number 4, O, carries -0.703; number 5, H, carries 0.275; number 6, H, carries -0.151

No. 2
ORCA calculation (ωB97M-V with the def2-TZVPD basis set) on C37H61N7O2 in the gas phase.

Results
**LUMO energy**: 0.66 eV
**Frontier orbital gap**: 0.282 hartree
**Energy above the lowest of the compared OMol25 structures with the same formula, charge and spin**: 0.2008 eV
**HOMO**: -7.008 eV
**Electronic energy**: -53885.9379 eV

Structure (ORCA input):
```
! wB97M-V def2-TZVPD RIJCOSX def2/J DEFGRID3
* xyz 0 1
C -4.53 -4.27 -1.83
O -3.28 -3.62 -1.75
C -3.18 -2.26 -1.61
C -1.90 -1.78 -1.78
C -1.59 -0.42 -1.65
C -2.64 0.49 -1.38
N -2.43 1.81 -1.24
C -1.18 2.23 -1.36
N -0.10 1.46 -1.59
C -0.29 0.16 -1.74
N 0.80 -0.60 -1.99
H 0.69 -1.60 -1.92
C 2.15 -0.09 -1.87
C 2.61 -0.07 -0.41
H 1.96 0.59 0.17
H 2.54 -1.07 0.01
C 4.06 0.43 -0.34
N 4.98 -0.34 -1.15
C 4.54 -0.37 -2.53
H 5.25 -0.96 -3.11
C 3.12 -0.93 -2.70
H 2.83 -0.90 -3.76
H 3.09 -1.97 -2.37
H 4.56 0.66 -2.90
C 5.35 -1.63 -0.59
H 5.69 -2.27 -1.40
C 6.50 -1.48 0.42
C 7.74 -0.90 -0.26
C 8.88 -0.74 0.75
C 9.21 -2.08 1.39
C 7.98 -2.68 2.06
C 6.84 -2.83 1.05
H 7.14 -3.53 0.27
H 5.96 -3.24 1.55
H 8.22 -3.65 2.49
H 7.66 -2.02 2.87
H 10.01 -1.96 2.12
H 9.57 -2.77 0.62
H 9.76 -0.33 0.25
H 8.58 -0.03 1.52
H 7.48 0.06 -0.70
H 8.06 -1.57 -1.06
H 6.19 -0.80 1.21
H 4.51 -2.13 -0.10
H 4.41 0.41 0.70
H 4.10 1.46 -0.69
H 2.12 0.94 -2.25
N -0.96 3.56 -1.25
C 0.38 4.09 -1.20
H 1.05 3.23 -1.21
H 0.57 4.69 -2.11
C 0.65 4.99 0.03
N 0.06 4.58 1.29
C -1.31 5.05 1.45
H -1.30 6.12 1.22
C -2.39 4.37 0.58
H -3.34 4.87 0.77
H -2.50 3.32 0.86
C -2.07 4.42 -0.91
H -2.94 4.07 -1.47
H -1.83 5.44 -1.23
H -1.58 4.95 2.50
C 0.36 3.21 1.70
C 1.88 3.05 1.84
H 2.11 2.10 2.31
H 2.37 3.07 0.87
H 2.27 3.85 2.45
C -0.28 2.88 3.05
H -1.36 2.81 2.98
H 0.09 1.93 3.40
H -0.02 3.64 3.78
H -0.01 2.47 0.97
H 0.29 6.00 -0.17
H 1.73 5.06 0.16
C -3.94 -0.01 -1.23
C -4.23 -1.35 -1.30
O -5.49 -1.87 -1.15
C -6.45 -1.21 -0.35
C -6.44 -1.68 1.11
H -6.45 -2.77 1.12
H -7.36 -1.33 1.57
C -5.26 -1.15 1.93
N -3.99 -1.67 1.48
C -2.85 -0.82 1.75
H -3.09 0.20 1.45
C -2.40 -0.85 3.22
C -2.07 -2.29 3.62
C -3.27 -3.19 3.34
H -3.03 -4.23 3.54
H -4.10 -2.90 4.00
C -3.71 -3.04 1.87
H -4.59 -3.65 1.69
H -2.90 -3.40 1.22
H -1.79 -2.34 4.67
H -1.22 -2.64 3.03
H -1.53 -0.21 3.35
H -3.20 -0.47 3.86
H -2.03 -1.17 1.12
H -5.23 -0.06 1.83
H -5.46 -1.38 2.99
H -7.41 -1.49 -0.80
H -6.36 -0.13 -0.40
H -4.71 0.72 -1.02
H -1.14 -2.51 -2.01
H -4.30 -5.30 -2.10
H -5.17 -3.82 -2.59
H -5.05 -4.26 -0.87
*
```

These are the Mulliken partial charges, in e, on atoms 1 to 6: number 1, C, carries -0.713; number 2, O, carries -0.444; number 3, C, carries -0.414; number 4, C, carries -0.987; number 5, C, carries 1.737; number 6, C, carries -1.210

No. 3
ORCA calculation (ωB97M-V with the def2-TZVPD basis set) on C38H49F4O5Zn as an isolated structure.

Results
**LUMO energy**: -8.98 eV
**Frontier orbital gap**: 0.053 hartree
**HOMO**: -10.412 eV
**Electronic energy**: -109710.0858 eV

Structure (ORCA input):
```
! wB97M-V def2-TZVPD RIJCOSX def2/J DEFGRID3
* xyz 1 1
Zn -15.77 3.93 15.76
C -15.82 9.30 19.34
C -14.90 8.40 18.57
O -15.53 7.31 18.02
H -15.36 10.25 19.62
H -16.15 8.75 20.22
H -16.75 9.57 18.84
H -14.00 8.13 19.12
H -14.55 8.95 17.70
F -21.77 16.36 23.50
C -22.00 15.04 23.48
C -21.28 14.28 22.54
C -21.51 12.90 22.47
C -22.34 12.27 23.39
C -23.04 13.05 24.32
C -22.92 14.44 24.34
H -20.57 14.83 21.93
H -21.01 12.31 21.72
H -22.50 11.20 23.35
H -23.59 12.58 25.13
H -23.46 14.99 25.10
F -20.01 13.58 16.48
C -21.03 13.53 15.60
C -20.81 12.93 14.35
C -21.90 12.57 13.56
C -23.18 13.12 13.86
C -23.38 13.80 15.03
C -22.30 13.96 15.97
H -19.80 12.60 14.13
H -21.70 11.90 12.73
H -23.96 12.94 13.15
H -24.33 14.19 15.35
H -22.51 14.37 16.94
F -22.27 5.28 20.88
C -22.43 6.13 19.80
C -23.67 6.64 19.47
C -23.85 7.51 18.41
C -22.74 7.82 17.61
C -21.47 7.24 17.93
C -21.32 6.48 19.07
H -24.52 6.30 20.04
H -24.85 7.86 18.18
H -22.81 8.57 16.83
H -20.64 7.47 17.28
H -20.32 6.18 19.32
F -14.65 19.02 21.96
C -13.67 18.14 22.36
C -13.81 16.80 22.19
C -12.79 15.92 22.59
C -11.60 16.48 23.08
C -11.45 17.83 23.29
C -12.48 18.67 22.90
H -14.69 16.48 21.66
H -12.85 14.84 22.53
H -10.72 15.85 23.18
H -10.52 18.28 23.61
H -12.45 19.74 23.00
C -13.26 7.89 11.87
C -12.82 6.45 12.05
O -13.46 5.74 12.87
C -11.59 5.92 11.36
H -12.46 8.60 12.06
H -14.06 8.20 12.55
H -13.65 8.03 10.87
H -11.09 5.14 11.93
H -10.95 6.75 11.06
H -11.99 5.55 10.42
C -8.66 10.35 15.92
C -7.76 10.49 14.70
O -7.98 9.92 13.61
C -6.59 11.50 14.93
H -9.68 10.32 15.54
H -8.39 11.07 16.69
H -8.41 9.37 16.32
H -6.93 12.53 14.96
H -6.00 11.41 14.01
H -6.09 11.34 15.89
C -10.18 4.14 17.76
C -11.14 3.22 18.43
O -12.22 3.04 17.89
C -10.71 2.57 19.72
H -10.68 4.80 17.06
H -9.38 3.65 17.20
H -9.61 4.69 18.51
H -11.19 3.03 20.58
H -9.65 2.64 19.95
H -11.06 1.54 19.80
C -14.80 17.72 15.49
C -15.05 16.44 14.69
O -15.66 16.46 13.59
C -14.58 15.17 15.31
H -13.91 18.07 14.97
H -14.59 17.48 16.53
H -15.56 18.51 15.44
H -15.13 14.92 16.21
H -13.54 15.31 15.60
H -14.61 14.28 14.68
*
```

These are the Mulliken partial charges, in e, on atoms 1 to 6: number 1, Zn, carries 0.668; number 2, C, carries -0.950; number 3, C, carries -0.009; number 4, O, carries -0.236; number 5, H, carries 0.337; number 6, H, carries 0.297

No. 4
ORCA calculation (ωB97M-V with the def2-TZVPD basis set) on C11H15NS in the gas phase.

Results
**LUMO energy**: 0.02 eV
**Frontier orbital gap**: 0.336 hartree
**Energy above the lowest of the compared OMol25 structures with the same formula, charge and spin**: 2.0565 eV
**HOMO**: -9.114 eV
**Electronic energy**: -23973.8996 eV

Structure (ORCA input):
```
! wB97M-V def2-TZVPD RIJCOSX def2/J DEFGRID3
* xyz 0 1
C 1.26 0.97 -2.23
C -0.94 -1.48 1.30
C 1.09 -1.43 -0.27
C -1.12 -0.66 -1.16
C 0.88 0.31 1.52
C -1.19 1.05 0.73
C -0.42 -1.71 -0.15
C -0.64 0.01 1.68
C 1.37 0.04 0.12
C -0.83 0.68 -0.75
C 0.64 0.89 -0.93
N 1.77 1.09 -3.26
S 1.12 3.02 -0.66
H -1.91 -1.77 1.39
H -0.39 -2.22 1.80
H 1.68 -2.11 0.40
H 1.43 -1.56 -1.31
H -0.75 -0.94 -2.17
H -2.22 -1.04 -1.07
H 1.14 1.38 1.74
H 1.52 -0.38 2.16
H -2.27 1.02 0.59
H -0.83 2.07 0.90
H -0.65 -2.66 -0.50
H -1.03 0.11 2.69
H 2.35 0.27 0.20
H -1.35 1.44 -1.34
H 0.28 3.62 -1.43
*
```

These are the Mulliken partial charges, in e, on atoms 1 to 6: number 1, C, carries 0.109; number 2, C, carries -1.469; number 3, C, carries -1.314; number 4, C, carries -1.211; number 5, C, carries -1.208; number 6, C, carries -1.198

No. 5
ORCA calculation (ωB97M-V with the def2-TZVPD basis set) on a 2-piece molecular cluster, C2H2NO3S overall.

Results
**LUMO energy (spin up / spin down)**: 2.48 / 2.48 eV
**Frontier orbital gap (spin up / spin down)**: 0.206 / 0.206 hartree
**Energy above the lowest of the compared OMol25 structures with the same formula, charge and spin**: 7.1241 eV
**HOMO (spin up / spin down)**: -3.131 / -3.128 eV
**Electronic energy**: -20568.4915 eV

Structure (ORCA input):
```
! wB97M-V def2-TZVPD RIJCOSX def2/J DEFGRID3
* xyz -1 1
C 0.99 0.57 -0.67
C 0.15 -0.19 0.14
N -1.00 -0.87 -0.30
O 1.28 1.65 -1.11
O -1.19 -1.13 -1.49
O -1.83 -1.09 0.60
S 1.92 -0.92 -0.56
H -0.31 1.42 2.19
H 0.00 0.56 1.20
*
```

These are the Mulliken partial charges, in e, on atoms 1 to 6: number 1, C, carries 0.135; number 2, C, carries -0.243; number 3, N, carries 0.850; number 4, O, carries -0.511; number 5, O, carries -0.550; number 6, O, carries -0.526

No. 6
ORCA calculation (ωB97M-V with the def2-TZVPD basis set) on C4H11NS in the gas phase.

Results
**LUMO energy**: 0.98 eV
**Frontier orbital gap**: 0.365 hartree
**Energy above the lowest of the compared OMol25 structures with the same formula, charge and spin**: 0.6395 eV
**HOMO**: -8.955 eV
**SMILES**: CCNCCS
**Electronic energy**: -16651.1538 eV

Structure (ORCA input):
```
! wB97M-V def2-TZVPD RIJCOSX def2/J DEFGRID3
* xyz 0 1
C -1.10 0.42 2.52
C -0.36 0.89 1.31
N -0.19 -0.20 0.34
C 0.58 0.19 -0.85
C 0.44 -0.87 -1.92
S 0.95 -0.27 -3.59
H -1.89 -0.29 2.26
H -0.47 -0.18 3.20
H -1.53 1.22 3.11
H 0.65 1.22 1.62
H -0.74 1.75 0.77
H 0.33 -0.95 0.78
H 1.63 0.40 -0.75
H 0.07 1.13 -1.09
H 1.15 -1.65 -1.63
H -0.55 -1.30 -2.03
H 1.03 -1.52 -4.04
*
```

These are the Mulliken partial charges, in e, on atoms 1 to 6: number 1, C, carries -1.261; number 2, C, carries -0.302; number 3, N, carries -0.342; number 4, C, carries -0.744; number 5, C, carries -0.603; number 6, S, carries -0.226

No. 7
ORCA calculation (ωB97M-V with the def2-TZVPD basis set) on a 2-piece molecular cluster, C5H6S2 overall.

Results
**LUMO energy**: -0.13 eV
**Frontier orbital gap**: 0.296 hartree
**Energy above the lowest of the compared OMol25 structures with the same formula, charge and spin**: 3.0484 eV
**HOMO**: -8.194 eV
**Electronic energy**: -26948.8766 eV

Structure (ORCA input):
```
! wB97M-V def2-TZVPD RIJCOSX def2/J DEFGRID3
* xyz 0 1
C -1.27 -0.70 0.19
C -0.98 0.43 -0.66
C 1.61 0.15 -0.65
C 1.02 -1.00 -0.97
C -0.46 -0.85 -1.12
H -0.93 1.11 2.40
H -2.32 -0.98 0.32
H -1.74 0.95 -1.20
H 2.74 0.26 -0.49
H 1.53 -1.91 -1.37
H -1.00 -1.52 -1.80
S -0.36 -0.59 1.86
S 0.50 1.46 -0.53
*
```

These are the Mulliken partial charges, in e, on atoms 1 to 6: number 1, C, carries -0.356; number 2, C, carries -0.222; number 3, C, carries -0.169; number 4, C, carries -0.629; number 5, C, carries -0.130; number 6, H, carries 0.126

No. 8
ORCA calculation (ωB97M-V with the def2-TZVPD basis set) on C18H29GaN2O3P2 as an isolated structure.

Results
**LUMO energy**: 0.16 eV
**Frontier orbital gap**: 0.253 hartree
**HOMO**: -6.733 eV
**Electronic energy**: -99212.6985 eV

Structure (ORCA input):
```
! wB97M-V def2-TZVPD RIJCOSX def2/J DEFGRID3
* xyz 0 1
C -0.67 -2.90 3.02
C -0.10 -2.14 1.96
N -0.48 -0.81 1.83
C -1.25 -0.22 2.75
C -1.75 -0.93 3.84
C -1.48 -2.29 3.95
C 0.86 -2.67 1.08
P 1.70 -1.62 -0.06
Ga 0.29 0.33 0.21
P -1.51 1.81 0.88
C -1.53 1.28 2.63
C 0.64 1.00 -1.68
C 1.96 1.30 -1.99
C 2.29 1.84 -3.25
C 1.27 2.11 -4.18
C -0.06 1.83 -3.84
C -0.38 1.26 -2.60
O -2.71 -6.01 -1.02
O -0.87 -2.71 -5.00
H -0.39 -3.95 3.07
H -2.35 -0.38 4.57
H -1.90 -2.86 4.77
C 3.40 -1.30 0.52
C 1.86 -2.43 -1.68
H -2.51 1.53 3.06
H -0.76 1.85 3.17
H -2.01 -6.44 -0.52
H 1.09 -3.73 1.21
C -1.22 3.61 0.86
C -3.24 1.57 0.37
H 2.76 1.11 -1.27
H 3.33 2.03 -3.49
H 1.53 2.52 -5.15
H -0.84 2.03 -4.57
H -1.41 1.01 -2.36
H -1.04 -0.49 -0.52
H -1.16 -1.86 -4.62
H -1.68 -3.22 -5.05
H -3.05 -5.33 -0.42
H -1.63 -0.74 -0.90
H 3.94 -2.25 0.57
H 3.94 -0.61 -0.15
H 3.35 -0.84 1.52
H 2.26 -3.45 -1.53
H 0.88 -2.49 -2.17
H 2.54 -1.86 -2.33
H -3.88 2.21 0.99
H -3.36 1.84 -0.69
H -3.54 0.52 0.50
H -2.12 4.13 1.22
H -0.36 3.88 1.49
H -1.00 3.91 -0.17
O 2.33 3.41 2.07
C 1.98 2.34 1.66
N 1.62 1.27 1.27
*
```

These are the Mulliken partial charges, in e, on atoms 1 to 6: number 1, C, carries -1.265; number 2, C, carries 1.088; number 3, N, carries 0.139; number 4, C, carries 0.813; number 5, C, carries -0.929; number 6, C, carries -0.351